(1)
C5H8O2 | the ωB97M-V functional and the def2-TZVPD basis

- relative energy (zero: lowest compared OMol25 entry of this formula, charge and spin) (kcal/mol) = 84.0
- total charge = 0
- E (eV) = -9406.19109
- Kohn-Sham gap (eV) = 9.6
- HOMO level (hartree) = -0.3181
- LUMO energy (eV) = 1.0

Cartesian coordinates (Å):
C -0.7199 1.0008 0.8778
C -0.8494 -1.2145 -1.5404
C -0.0402 0.0863 0.2049
H 0.7853 0.3693 -1.9758
H -0.9044 1.9799 0.4562
C 0.3642 -1.6031 -0.7574
H 1.0513 -2.4046 -0.9948
H 1.3018 1.3483 1.2328
O 1.2799 2.0546 1.9014
H -0.9075 -1.5604 -2.5645
H -1.8004 -1.1092 -1.0209
H -1.0628 0.7989 1.8855
C 0.2282 -0.1947 -1.2372
O 0.2154 -1.2246 0.6203
H 1.0370 1.5828 2.7079

Force components x, y, z for each atom (eV/Å):
-0.303 -0.347 -0.286
-0.154 -0.237 -0.183
-1.002 0.194 0.027
-0.141 -0.055 0.164
0.025 -0.151 0.010
0.190 -0.401 -0.295
-0.051 0.124 0.039
0.079 0.559 0.493
0.916 0.123 0.398
0.083 -0.076 0.022
0.183 -0.091 -0.133
0.084 0.053 -0.071
0.103 0.179 -0.137
-0.165 -0.008 0.042
0.153 0.133 -0.091

Per-atom Mulliken charges, elementary charge units: -0.635, -0.618, 0.197, 0.381, 0.219, -0.091, 0.378, 0.432, -0.665, 0.274, 0.189, 0.353, -0.331, -0.412, 0.330

=====

(2)
CH5NO3 | the ωB97M-V functional and the def2-TZVPD basis

- relative energy (zero: lowest compared OMol25 entry of this formula, charge and spin) (kcal/mol) = 90.4
- total charge = 0
- E (eV) = -8747.90462
- Kohn-Sham gap (eV) = 11.3
- HOMO level (hartree) = -0.3833
- SMILES = N[C@H](O)OO
- LUMO energy (eV) = 0.9

Cartesian coordinates (Å):
O 0.3609 0.6223 -1.0451
H 0.9754 -0.4135 1.2530
H -1.4591 -0.1137 -0.3518
O -0.0577 -1.5168 -0.8828
C -0.3752 -0.2626 -0.2608
H 0.8742 -1.5141 -1.1380
O -0.0360 1.9574 -0.6590
H 0.3003 2.0453 0.2500
N 0.0094 -0.1377 1.1097
H -0.5922 -0.6668 1.7249

Force components x, y, z for each atom (eV/Å):
-0.097 1.373 0.300
-0.090 -0.079 -0.043
0.288 -0.031 -0.066
-0.552 0.434 0.564
0.301 -1.524 -0.376
-0.048 0.146 0.073
0.122 -0.199 -0.308
0.022 -0.298 -0.085
0.064 0.174 -0.043
-0.009 0.003 -0.016

Per-atom Mulliken charges, elementary charge units: -0.278, 0.199, 0.360, -0.527, 0.288, 0.308, -0.362, 0.339, -0.566, 0.238

=====

(3)
C5H12N3 | the ωB97M-V functional and the def2-TZVPD basis

- relative energy (zero: lowest compared OMol25 entry of this formula, charge and spin) (kcal/mol) = 104.4
- total charge = +1
- E (eV) = -9839.68248
- Kohn-Sham gap (eV) = 10.1
- HOMO level (hartree) = -0.4856
- SMILES = CN[C@H]1C=C[N@@H+](C)N1
- LUMO energy (eV) = -3.1

Cartesian coordinates (Å):
N 0.8380 -0.3004 1.3277
H -1.6659 1.0065 1.2426
C 1.6701 1.3249 -0.5702
H -0.5638 -2.1733 -0.8263
H -2.2146 0.2454 -1.5014
N -1.2671 0.5206 0.4436
H 2.5136 -0.2437 0.6314
H -3.2119 0.9226 -0.2630
H -1.1489 -1.3842 1.5688
H 1.9934 -1.3516 -1.3665
H 0.6534 0.3920 2.0448
C -0.4831 -0.6542 0.8045
N 1.6609 -0.0165 0.1842
H 0.7606 1.4193 -1.0141
C -2.3799 0.2082 -0.3664
H -2.6547 -0.7464 -0.2585
C 1.2160 -1.1433 -0.6999
H 1.9032 2.0225 0.2468
C -0.0337 -1.4609 -0.3811
H 2.4147 1.4128 -1.2470

Force components x, y, z for each atom (eV/Å):
-2.517 -0.022 1.184
0.679 -0.276 0.310
0.205 -0.497 4.961
-2.203 -2.723 -1.850
0.483 0.251 1.315
1.050 0.673 0.526
1.898 0.034 -0.361
0.303 -0.480 0.439
2.189 1.738 -1.617
0.401 -0.958 -1.320
1.118 0.944 -0.373
-1.645 -1.622 1.488
-0.926 -0.348 -0.180
-2.654 0.549 -0.878
-0.484 3.037 -3.900
-1.841 -3.719 0.913
-0.997 1.155 1.205
-0.560 0.284 -0.547
2.867 2.487 0.835
2.633 -0.507 -2.150

Per-atom Mulliken charges, elementary charge units: -0.598, 0.279, -0.693, 0.620, 0.255, -0.314, 0.354, 0.361, 0.356, 0.522, 0.277, 0.193, 0.175, 0.306, -1.033, 0.411, -0.415, 0.316, -0.755, 0.383

=====

(4)
C26H45As2O12Se3SiSnTe | the ωB97M-V functional and the def2-TZVPD basis

- total charge = +1
- E (eV) = -390977.38435
- Kohn-Sham gap (eV) = 5.5
- HOMO level (hartree) = -0.4111
- LUMO energy (eV) = -5.7

Cartesian coordinates (Å):
H 2.0983 -5.3548 -2.1197
H -3.1539 5.7654 0.7345
H 2.3351 2.6548 -2.8391
C 2.7186 3.1323 -0.7789
C -0.6040 5.5621 1.7236
H 0.3241 4.0090 -3.5496
H -1.3629 5.0129 2.2849
As 0.1209 -2.0504 0.2574
O 1.0843 -3.6905 3.6334
C 3.7109 3.9136 0.0714
O 3.6984 -3.5017 0.3036
O 2.1505 -6.6520 -0.4896
H -0.3263 6.6668 -1.5436
H 4.7048 3.4736 -0.0108
H 1.7699 -1.2380 3.8006
C -1.2984 -3.0275 1.1947
H 0.5006 -5.8668 -1.5173
C 2.5238 -3.4229 -0.2946
H 0.0209 7.5813 -0.0663
C -2.4251 6.3546 0.1751
H -4.9177 -5.2770 0.6898
H -4.9307 -3.7524 -0.2490
C -0.9023 -3.7775 2.2536
H -2.7414 6.3950 -0.8685
H -1.1103 -3.4498 -1.5303
O -3.0617 -4.4516 0.3816
H 3.6429 1.2072 -0.4100
H -1.5844 1.7770 -4.9175
C -0.0329 -6.4831 3.4301
H 3.0050 -3.7715 2.2803
O -3.3112 -2.2317 0.3336
C -0.7669 4.0317 -3.5071
Si -0.0672 3.2188 -0.4868
O -0.1743 -1.8598 3.3905
C 0.1232 -3.1445 3.1582
H 0.7335 -5.8906 3.9124
H 1.9373 1.1351 -0.9241
C -4.4119 -4.6886 -0.0715
C 0.9368 -4.9901 0.8516
C 3.0800 3.2039 -2.2585
H 0.3847 -7.4527 3.1655
H 1.5432 -7.0196 -2.3788
C -1.2940 2.6994 -2.9867
H -2.9760 3.5152 -1.9031
H -0.4400 6.5298 2.1960
H -1.0647 4.8371 -2.8379
H -1.3641 0.6336 -3.5745
C 0.7662 -1.1444 4.2106
H 4.1887 -4.9577 1.6922
H -1.1628 4.2277 -4.5029
H 3.0821 4.2429 -2.5903
H -0.8806 -6.6443 4.0973
C -0.5930 -2.4907 -1.5228
C -0.0316 6.5814 -0.4962
C 1.8951 -6.1513 0.7194
H -2.4034 7.3677 0.5767
O 2.4532 -2.9995 -1.4267
C -1.0409 5.7295 0.2705
H -4.3501 -5.2632 -0.9908
O -0.6070 2.3025 -1.7737
H 0.2524 -2.5355 -2.2042
Se -3.2966 -0.6297 3.5032
O 1.4371 3.7795 -0.6234
As -0.7288 -5.6745 1.7982
H 0.3239 4.9854 1.7509
H 0.9526 6.1205 -0.4561
H 4.7044 -3.2997 2.0508
O -1.1564 4.4160 -0.3345
H 3.3985 3.8835 1.1165
H 2.3320 1.6328 0.7198
C 3.8927 -3.9129 1.6695
Se -5.6778 0.2380 0.3809
O 2.3843 -6.6545 1.6947
H 4.0630 2.7684 -2.4376
Te -5.0187 -1.3799 1.9245
H 0.0286 1.5198 -4.2276
C -1.0352 1.5859 -3.9956
Sn -1.8220 0.9176 0.2134
Se -2.1639 1.2832 2.7732
C -2.6147 -3.2394 0.5669
H 0.7587 -1.5449 5.2226
C 1.2413 -3.7685 0.4186
H 3.7534 4.9543 -0.2521
H -1.2644 -1.6976 -1.8539
C 2.6663 1.6795 -0.3169
C 1.5299 -6.1776 -1.6936
O -0.2324 2.1097 0.6896
H -3.1615 1.8058 -2.3821
H 0.4408 -0.1094 4.1966
C -2.7924 2.7867 -2.6952
H -3.3367 3.0916 -3.5891

Force components x, y, z for each atom (eV/Å):
0.007 0.021 0.043
0.010 0.018 0.012
0.070 -0.019 -0.045
0.359 -0.112 -0.109
-0.067 -0.239 -0.217
-0.022 0.009 -0.106
0.008 0.031 0.021
-0.094 -0.544 0.112
-0.032 -0.030 0.069
-0.202 0.027 -0.026
0.048 -0.036 -0.022
0.073 -0.045 -0.012
-0.011 0.048 0.015
0.011 0.029 -0.007
-0.002 0.012 -0.023
-0.052 -0.296 0.420
0.001 -0.014 0.009
-0.126 -0.085 -0.245
-0.018 -0.005 0.010
0.051 -0.153 -0.010
0.071 0.019 0.050
-0.003 0.016 -0.052
0.006 0.564 -0.072
-0.002 0.052 0.013
0.027 -0.011 0.014
0.236 -0.184 0.018
0.005 0.009 -0.054
-0.001 -0.036 -0.006
0.214 -0.042 0.018
-0.064 0.002 -0.057
0.398 -0.469 -0.010
0.106 -0.115 0.279
0.084 -0.102 -0.282
-0.187 0.027 -0.067
0.262 -0.043 0.064
-0.013 0.049 -0.016
0.115 -0.134 -0.006
-0.119 0.052 -0.053
0.010 -0.223 0.140
-0.182 0.068 0.119
-0.049 -0.010 -0.073
-0.005 -0.023 0.030
-0.106 -0.091 -0.308
-0.038 0.007 -0.024
0.006 -0.005 0.013
-0.016 0.068 -0.054
0.011 -0.041 -0.071
0.085 -0.034 0.040
-0.010 0.006 -0.033
0.017 0.018 -0.004
0.042 -0.012 -0.022
-0.073 0.067 -0.077
-0.019 0.189 -0.119
-0.055 -0.275 -0.077
0.074 0.090 0.038
-0.050 -0.005 0.004
0.070 0.052 0.076
-0.042 0.197 0.132
0.067 0.015 -0.007
-0.217 0.180 -0.050
0.065 -0.013 0.052
0.100 0.180 -0.210
-0.023 0.054 0.039
-0.083 0.116 -0.033
0.058 0.114 0.118
0.075 0.068 0.007
-0.013 0.039 -0.048
0.202 0.353 -0.018
0.047 0.026 0.005
0.085 -0.060 0.037
0.060 -0.025 0.190
0.225 -0.209 0.436
-0.014 0.030 -0.063
-0.007 -0.001 -0.015
-0.182 0.628 -0.223
-0.008 -0.023 0.002
0.090 0.100 0.171
0.857 -0.062 -0.328
-0.430 -0.251 0.681
-0.660 0.320 -0.263
-0.010 -0.003 -0.003
0.122 0.290 -0.160
0.023 -0.010 0.013
-0.061 -0.032 0.072
-0.432 0.170 0.016
-0.093 0.016 -0.039
-0.752 -0.353 0.115
-0.091 0.005 -0.043
-0.033 -0.006 -0.010
0.240 0.044 0.146
-0.024 -0.016 0.011

Per-atom Mulliken charges, elementary charge units: 0.253, 0.324, 0.168, 1.889, -1.431, 0.239, 0.297, 0.350, -0.635, -1.862, -0.354, -0.361, 0.319, 0.447, 0.311, 1.067, 0.181, -0.206, 0.555, -1.766, 0.292, 0.282, 0.319, 0.350, 0.472, -0.227, 0.657, 0.420, -1.177, 0.074, -0.534, -1.399, -0.350, 0.093, 0.179, 0.305, 0.176, -0.764, 0.887, -1.587, 0.427, 0.351, 1.601, 0.103, 0.485, 0.143, 0.184, -0.769, 0.257, 0.555, 0.362, 0.440, -1.201, -1.404, 0.174, 0.447, -0.572, 1.547, 0.284, 0.160, 0.457, -0.146, 0.318, 0.283, 0.191, 0.125, 0.322, -0.048, 0.379, 0.276, -0.317, -0.262, -0.545, 0.467, 0.577, 0.351, -1.575, 0.321, -0.134, -0.343, 0.290, -0.134, 0.382, 0.277, -1.679, -0.480, 0.238, 0.255, 0.210, -1.423, 0.539